The following is a quantum chemistry calculation of 8 unconnected molecules or ions with the total composition C47H95F3N8O19 at a distorted geometry, from the Open Molecules 2025 dataset.

Calculated values
**Total charge**: 0
**HOMO-LUMO gap**: 8.8 eV
**HOMO**: -8.67 eV
**Multiplicity**: 1

Each atom is followed by the atoms it is bonded to, with distances in Å.
Element x y z (Å)
1 C 11.59 -2.02 -2.37  C2 1.673, H43 1.170, H44 1.174, H45 1.194
2 C 9.93 -2.22 -2.45  C1 1.673, C3 1.637, H46 1.170, H47 1.178
3 C 9.46 -1.47 -3.82  C2 1.637, O4 1.452, H48 1.196, H49 1.179
4 O 8.04 -1.19 -3.97  C3 1.452, C5 1.454
5 C 7.45 -0.36 -2.93  O4 1.454, C6 1.664, O12 1.496, C20 1.677
6 C 8.44 0.83 -2.33  C5 1.664, C7 1.633, H50 1.170, H51 1.171
7 C 9.00 1.88 -3.45  C6 1.633, O8 1.493, H52 1.180, H53 1.193
8 O 10.40 2.25 -3.06  C7 1.493, C9 1.500
9 C 10.42 3.74 -3.26  O8 1.500, C10 1.647, O11 1.337
10 C 10.16 4.72 -1.96  C9 1.647, H54 1.178, H55 1.187, H56 1.191
11 O 10.62 4.16 -4.51  C9 1.337
12 O 7.00 -1.10 -1.71  C5 1.496, C13 1.456
13 C 6.59 -2.47 -2.01  O12 1.456, C14 1.673, H57 1.164, H58 1.190
14 C 5.40 -2.85 -0.89  C13 1.673, O15 1.471, H59 1.188, H60 1.177
15 O 5.19 -4.30 -0.79  C14 1.471, C16 1.471
16 C 4.13 -4.65 0.16  O15 1.471, F17 1.508, F18 1.502, F19 1.481
17 F 4.62 -5.55 1.27  C16 1.508
18 F 3.04 -5.42 -0.52  C16 1.502
19 F 3.48 -3.50 0.83  C16 1.481
20 C 6.05 0.43 -3.43  C5 1.677, C21 1.639, O28 1.501, H61 1.194
21 C 5.12 -0.46 -4.43  C20 1.639, C22 1.636, H62 1.171, H63 1.194
22 C 3.84 -1.22 -3.73  C21 1.636, O23 1.363, O24 1.469
23 O 3.69 -2.54 -3.99  C22 1.363
24 O 2.80 -0.61 -2.90  C22 1.469, C25 1.472
25 C 1.56 -1.40 -3.02  O24 1.472, C26 1.662, O27 1.337
26 C 1.05 -2.25 -1.69  C25 1.662, H64 1.190, H65 1.173, H66 1.176
27 O 0.89 -1.35 -4.18  C25 1.337
28 O 5.32 0.94 -2.22  C20 1.501, C29 1.470
29 C 4.88 2.33 -2.42  O28 1.470, C30 1.673, N40 1.504, H67 1.195
30 C 3.52 2.73 -1.53  C29 1.673, O31 1.471, H68 1.191, H69 1.176
31 O 2.27 2.28 -2.15  C30 1.471, C32 1.470
32 C 1.29 3.37 -2.29  O31 1.470, C33 1.663, H70 1.194, H71 1.189
33 C 0.29 3.55 -0.97  C32 1.663, O34 1.471, H72 1.173, H73 1.193
34 O 1.00 3.50 0.32  C33 1.471, C35 1.471
35 C 0.39 4.38 1.32  O34 1.471, C36 1.650, H74 1.170, H75 1.173
36 C 1.11 4.09 2.78  C35 1.650, O37 1.472, H76 1.190, H77 1.171
37 O 0.73 2.77 3.31  C36 1.472, C38 1.472
38 C 1.75 1.74 3.05  O37 1.472, C39 1.666, H78 1.178, H79 1.174
39 C 1.21 0.62 1.95  C38 1.666, H80 1.174, H81 1.180, H82 1.179
40 N 6.03 3.29 -2.24  C29 1.504, C41 1.503, H83 1.045
41 C 6.16 3.87 -0.86  N40 1.503, C42 1.637, H84 1.195, H85 1.194
42 C 6.33 2.80 0.37  C41 1.637, H86 1.193, H87 1.169, H88 1.193
43 H 12.15 -3.00 -2.06  C1 1.170
44 H 12.03 -1.55 -3.35  C1 1.174
45 H 11.79 -1.21 -1.51  C1 1.194
46 H 9.52 -1.75 -1.45  C2 1.170
47 H 9.74 -3.38 -2.54  C2 1.178
48 H 9.73 -2.23 -4.70  C3 1.196
49 H 10.19 -0.56 -3.99  C3 1.179
50 H 7.79 1.43 -1.57  C6 1.170
51 H 9.37 0.42 -1.74  C6 1.171
52 H 8.38 2.88 -3.42  C7 1.180
53 H 9.04 1.44 -4.55  C7 1.193
54 H 10.43 4.15 -0.97  C10 1.178
55 H 10.84 5.68 -2.13  C10 1.187
56 H 9.01 5.03 -1.95  C10 1.191
57 H 6.12 -2.67 -3.05  C13 1.164
58 H 7.43 -3.29 -1.84  C13 1.190
59 H 4.42 -2.26 -1.20  C14 1.188
60 H 5.73 -2.44 0.16  C14 1.177
61 H 6.35 1.40 -4.06  C20 1.194
62 H 5.69 -1.26 -5.07  C21 1.171
63 H 4.65 0.30 -5.22  C21 1.194
64 H 2.00 -2.47 -1.01  C26 1.190
65 H 0.27 -1.59 -1.12  C26 1.173
66 H 0.56 -3.24 -2.10  C26 1.176
67 H 4.52 2.46 -3.55  C29 1.195
68 H 3.68 2.21 -0.47  C30 1.191
69 H 3.42 3.89 -1.36  C30 1.176
70 H 0.56 3.04 -3.17  C32 1.194
71 H 1.75 4.40 -2.66  C32 1.189
72 H -0.30 4.55 -1.03  C33 1.173
73 H -0.45 2.61 -1.02  C33 1.193
74 H -0.78 4.27 1.33  C35 1.170
75 H 0.64 5.48 1.01  C35 1.173
76 H 0.67 4.91 3.52  C36 1.190
77 H 2.26 4.28 2.70  C36 1.171
78 H 1.92 1.15 4.06  C38 1.178
79 H 2.78 2.16 2.67  C38 1.174
80 H 0.35 1.03 1.27  C39 1.174
81 H 2.11 0.27 1.27  C39 1.180
82 H 0.81 -0.35 2.49  C39 1.179
83 H 5.97 4.10 -2.89  N40 1.045
84 H 7.16 4.52 -0.86  C41 1.195
85 H 5.30 4.65 -0.58  C41 1.194
86 H 7.36 3.01 0.92  C42 1.193
87 H 6.36 1.67 0.05  C42 1.169
88 H 5.49 3.03 1.18  C42 1.193
89 C -2.64 -4.00 -2.45  O90 1.225, N91 1.379, H94 1.102
90 O -2.39 -2.94 -1.89  C89 1.225
91 N -2.77 -4.17 -3.81  C89 1.379, C92 1.448, C93 1.448
92 C -3.07 -5.45 -4.41  N91 1.448, H95 1.094, H96 1.094, H97 1.093
93 C -2.59 -3.02 -4.68  N91 1.448, H98 1.094, H99 1.094, H100 1.093
94 H -2.80 -4.93 -1.88  C89 1.102
95 H -2.25 -5.73 -5.08  C92 1.094
96 H -4.00 -5.38 -4.97  C92 1.094
97 H -3.17 -6.23 -3.64  C92 1.093
98 H -1.59 -2.61 -4.53  C93 1.094
99 H -3.33 -2.26 -4.42  C93 1.094
100 H -2.72 -3.31 -5.73  C93 1.093
101 C -3.40 3.28 -0.18  O102 1.225, N103 1.379, H106 1.102
102 O -2.20 3.27 -0.44  C101 1.225
103 N -4.41 2.91 -1.04  C101 1.379, C104 1.448, C105 1.448
104 C -5.80 2.95 -0.65  N103 1.448, H107 1.094, H108 1.094, H109 1.093
105 C -4.07 2.46 -2.37  N103 1.448, H110 1.094, H111 1.094, H112 1.093
106 H -3.76 3.60 0.81  C101 1.102
107 H -6.22 1.94 -0.73  C104 1.094
108 H -6.34 3.63 -1.32  C104 1.094
109 H -5.91 3.30 0.38  C104 1.093
110 H -3.41 1.59 -2.30  C105 1.094
111 H -3.53 3.26 -2.89  C105 1.094
112 H -4.97 2.20 -2.93  C105 1.093
113 C -7.75 -2.18 -1.00  O114 1.225, N115 1.379, H118 1.102
114 O -8.95 -2.28 -1.27  C113 1.225
115 N -6.91 -3.23 -0.70  C113 1.379, C116 1.448, C117 1.448
116 C -5.51 -3.03 -0.40  N115 1.448, H119 1.094, H120 1.094, H121 1.093
117 C -7.44 -4.57 -0.70  N115 1.448, H122 1.094, H123 1.094, H124 1.093
118 H -7.25 -1.20 -0.98  C113 1.102
119 H -4.91 -3.58 -1.13  C116 1.094
120 H -5.31 -3.41 0.61  C116 1.094
121 H -5.24 -1.97 -0.44  C116 1.093
122 H -7.85 -4.80 -1.69  C117 1.094
123 H -8.25 -4.64 0.04  C117 1.094
124 H -6.66 -5.30 -0.45  C117 1.093
125 C -5.96 5.76 2.94  O126 1.225, N127 1.379, H130 1.102
126 O -5.61 5.60 1.77  C125 1.225
127 N -5.59 4.95 3.99  C125 1.379, C128 1.448, C129 1.448
128 C -6.04 5.20 5.35  N127 1.448, H131 1.094, H132 1.094, H133 1.093
129 C -4.73 3.81 3.74  N127 1.448, H134 1.094, H135 1.094, H136 1.093
130 H -6.61 6.59 3.24  C125 1.102
131 H -5.17 5.35 5.99  C128 1.094
132 H -6.60 4.33 5.70  C128 1.094
133 H -6.68 6.08 5.39  C128 1.093
134 H -3.79 4.17 3.30  C129 1.094
135 H -5.22 3.15 3.02  C129 1.094
136 H -4.53 3.26 4.66  C129 1.093
137 C 0.29 -1.89 5.59  O138 1.225, N139 1.379, H142 1.102
138 O 0.50 -0.75 5.22  C137 1.225
139 N -0.10 -2.94 4.78  C137 1.379, C140 1.448, C141 1.448
140 C -0.33 -4.27 5.30  N139 1.448, H143 1.094, H144 1.094, H145 1.093
141 C -0.29 -2.69 3.36  N139 1.448, H146 1.094, H147 1.094, H148 1.093
142 H 0.40 -2.19 6.65  C137 1.102
143 H 0.34 -4.97 4.79  C140 1.094
144 H -1.37 -4.55 5.09  C140 1.094
145 H -0.16 -4.31 6.37  C140 1.093
146 H 0.65 -2.33 2.94  C141 1.094
147 H -1.06 -1.92 3.24  C141 1.094
148 H -0.60 -3.61 2.85  C141 1.093
149 C -8.27 -6.85 2.76  O150 1.225, N151 1.379, H154 1.102
150 O -7.34 -6.59 2.00  C149 1.225
151 N -8.80 -5.98 3.70  C149 1.379, C152 1.448, C153 1.448
152 C -9.90 -6.36 4.56  N151 1.448, H155 1.094, H156 1.094, H157 1.093
153 C -8.24 -4.65 3.82  N151 1.448, H158 1.094, H159 1.094, H160 1.093
154 H -8.77 -7.83 2.75  C149 1.102
155 H -10.74 -5.68 4.39  C152 1.094
156 H -9.57 -6.29 5.60  C152 1.094
157 H -10.22 -7.39 4.36  C152 1.093
158 H -8.34 -4.13 2.86  C153 1.094
159 H -7.18 -4.73 4.07  C153 1.094
160 H -8.76 -4.09 4.60  C153 1.093
161 C -9.31 3.01 4.91  O162 1.225, N163 1.379, H166 1.102
162 O -9.05 4.07 5.47  C161 1.225
163 N -9.43 2.84 3.54  C161 1.379, C164 1.448, C165 1.448
164 C -9.73 1.55 2.95  N163 1.448, H167 1.094, H168 1.094, H169 1.093
165 C -9.25 3.99 2.67  N163 1.448, H170 1.094, H171 1.094, H172 1.093
166 H -9.46 2.08 5.47  C161 1.102
167 H -8.92 1.28 2.27  C164 1.094
168 H -10.66 1.63 2.39  C164 1.094
169 H -9.84 0.78 3.72  C164 1.093
170 H -8.25 4.40 2.82  C165 1.094
171 H -9.99 4.75 2.94  C165 1.094
172 H -9.38 3.70 1.63  C165 1.093

Atom charges from the Mulliken analysis, given in e for atoms 1 to 8: -0.980, 0.020, -0.507, -0.301, 0.720, -0.345, -0.347, -0.330